No. 1
{
  "formula": "C3H8FNS",
  "method": "wB97M-V/def2-TZVPD",
  "species": ["C", "N", "S", "H", "H", "H", "C", "C", "F", "H", "H", "H", "H", "H"],
  "coordinates": [[0.8715, 1.2705, -0.4705], [1.3062, 0.0858, -0.6112], [2.6582, -0.3485, 0.3497], [0.0143, 1.5613, -1.0707], [1.2924, 2.0197, 0.2095], [2.7388, -1.6003, -0.1200], [-2.4259, 1.0008, 0.3529], [-2.3582, -0.4964, 0.5549], [-2.2395, -1.1267, -0.6754], [-1.5212, 1.3593, -0.1435], [-2.5201, 1.5117, 1.3182], [-3.2888, 1.2643, -0.2657], [-1.4915, -0.7755, 1.1660], [-3.2669, -0.8741, 1.0440]],
  "atomic_forces_ev_per_a": [[0.22, -0.25, -0.11], [0.14, 0.32, 0.25], [-0.22, 0.01, -0.16], [0.25, 0.00, -0.11], [-0.01, -0.11, -0.04], [-0.02, 0.06, 0.02], [-0.10, 0.07, -0.03], [-0.05, 0.20, 0.40], [-0.01, -0.09, -0.08], [-0.39, -0.10, 0.22], [0.01, -0.10, -0.14], [0.08, -0.03, 0.09], [-0.09, -0.01, -0.16], [0.18, 0.04, -0.15]],
  "e_lumo_ev": 0.93,
  "charge": 0,
  "de_lowest_kj_mol": 124.3,
  "multiplicity": 1,
  "homo_lumo_gap_ha": 0.373,
  "smiles": "C=NS.CCF"
}

No. 2
{
  "formula": "C3H8FORb2",
  "method": "wB97M-V/def2-TZVPD",
  "species": ["Rb", "Rb", "F", "C", "C", "C", "O", "H", "H", "H", "H", "H", "H", "H", "H"],
  "coordinates": [[4.5814, -1.0826, 0.9358], [1.5739, -1.3447, 4.5284], [1.9309, -0.7391, 1.8350], [0.1385, -0.3793, -1.3408], [-0.3993, 0.5565, -0.3259], [-1.8587, 0.8314, -0.6899], [-0.5075, -0.1755, 0.8218], [0.3626, 0.2171, -2.2252], [-0.6595, -1.1210, -1.3739], [1.0603, -0.7698, -0.9096], [0.1655, 1.4877, -0.3706], [-2.1259, 0.9671, -1.7379], [-2.1666, 1.6675, -0.0621], [-2.4554, 0.0001, -0.3141], [0.3598, -0.1154, 1.2290]],
  "atomic_forces_ev_per_a": [[-0.69, 0.14, -0.07], [-0.25, 0.18, -0.62], [0.92, -0.16, 0.67], [0.73, 0.33, -0.14], [-2.15, 0.05, -2.42], [-0.43, 0.65, 0.73], [0.32, 0.50, 2.51], [-0.20, -0.67, -0.56], [0.56, -0.42, -0.87], [0.12, -0.44, -0.34], [0.24, 0.20, 0.96], [0.37, 0.32, 0.02], [-0.36, 0.31, -0.36], [0.13, -0.25, -0.14], [0.68, -0.75, 0.63]],
  "e_lumo_ev": -3.88,
  "charge": 1,
  "de_lowest_kj_mol": 90.6,
  "multiplicity": 1,
  "homo_lumo_gap_ha": 0.273
}